Entry from the OMol25 dataset: a molecular structure, C25H46BFeN7OS3SbSi3 (the ωB97M-V functional and the def2-TZVPD basis).

- LUMO energy (spin up / spin down): 0.6 / -0.7 eV
- Orbital gap (spin up / spin down): 7.7 / 6.3 eV
- Highest occupied orbital energy (spin up / spin down): -0.260 / -0.258 Ha
- 2S+1: 6
- Expectation value of S²: 8.7683
- Relative energy (zero: lowest compared OMol25 entry of this formula, charge and spin): 103.8 kJ/mol

CARTESIAN COORDINATES (ANGSTROEM)
Fe  0.7137  1.3903  -1.2318
N  -1.5689  5.0874  -1.5676
C  -0.6943  4.1478  -1.1246
S  0.5275  3.5741  -2.2321
N  -0.7604  3.7530  0.1055
N  0.2346  2.8076  0.3555
C  0.9787  3.0547  1.3662
C  2.1058  2.2493  1.7920
C  2.7329  2.5869  2.9974
C  3.8472  1.9103  3.4440
C  4.3668  0.8763  2.6636
C  3.7788  0.5283  1.4672
C  2.6381  1.2046  1.0040
O  2.0947  0.8288  -0.1313
H  -1.6525  5.2345  -2.5554
H  -2.3479  5.3121  -0.9711
H  0.7601  3.9557  1.9397
H  2.3183  3.3997  3.5826
H  4.3140  2.1797  4.3811
H  5.2441  0.3375  2.9997
H  4.1743  -0.2710  0.8538
C  -2.4421  -0.6067  -4.9844
N  -1.2028  -1.2206  -4.5583
C  -0.4994  -2.1802  -5.2544
C  0.5911  -2.4728  -4.5124
N  0.5571  -1.7115  -3.3668
B  1.6290  -1.7722  -2.2351
N  2.9531  -1.1264  -2.7446
C  4.2030  -1.6916  -2.6916
C  5.0983  -0.7904  -3.1631
N  4.3783  0.3332  -3.5055
C  4.9115  1.5729  -4.0325
C  3.0746  0.1128  -3.2397
S  1.8069  1.2324  -3.5250
C  -0.5437  -0.9438  -3.4108
S  -1.1561  0.1618  -2.2435
H  -2.4974  -0.6525  -6.0697
H  -2.4511  0.4310  -4.6598
H  -3.2989  -1.1237  -4.5516
H  -0.8390  -2.5541  -6.2031
H  1.3933  -3.1651  -4.6936
H  1.8712  -2.9226  -1.9682
H  1.1957  -1.1725  -1.2917
H  4.3466  -2.6883  -2.3154
H  6.1644  -0.8434  -3.2881
H  5.9908  1.4745  -4.1140
H  4.6622  2.3955  -3.3642
H  4.4856  1.7797  -5.0127
C  0.5950  -0.1338  4.3121
Si  -1.1204  0.3546  3.6976
C  -2.3624  -0.5478  4.7972
C  -1.4686  2.1903  3.9350
Sb  -1.1678  -0.1210  1.1697
Si  -0.6408  -2.6258  1.2182
C  -1.1617  -3.4613  -0.3863
C  1.2179  -2.7412  1.4872
C  -1.5271  -3.4890  2.6445
Si  -3.6821  0.0487  0.6758
C  -4.7276  -0.2770  2.2114
C  -4.2924  -1.1225  -0.6700
C  -3.9427  1.8288  0.1305
H  0.8630  0.4644  5.1877
H  1.3785  0.0028  3.5664
H  0.5940  -1.1827  4.6162
H  -2.0788  -0.3241  5.8319
H  -2.3510  -1.6305  4.6801
H  -3.3841  -0.1971  4.6554
H  -1.1897  2.4964  4.9472
H  -2.5363  2.3844  3.8105
H  -0.9386  2.8277  3.2270
H  -0.5195  -3.1709  -1.2129
H  -2.1897  -3.2225  -0.6560
H  -1.0849  -4.5454  -0.2618
H  1.7474  -2.0994  0.7820
H  1.5685  -3.7671  1.3461
H  1.4817  -2.4261  2.4982
H  -2.5973  -3.2792  2.6518
H  -1.1135  -3.1856  3.6071
H  -1.3979  -4.5719  2.5565
H  -4.4305  -1.1832  2.7385
H  -5.7748  -0.3870  1.9158
H  -4.6692  0.5579  2.9120
H  -3.9855  -2.1535  -0.4989
H  -3.9334  -0.8189  -1.6531
H  -5.3857  -1.0955  -0.6688
H  -3.7282  2.5213  0.9469
H  -4.9748  1.9857  -0.1947
H  -3.2771  2.0939  -0.6930